A 13-piece molecular cluster, C34H94O29S8 overall in a non-equilibrium geometry. Source: OMol25; level of theory: the ωB97M-V functional and the def2-TZVPD basis.

Structure (ORCA input):
```
! RIJCOSX wB97M-V def2-TZVPD def2/J DEFGRID3
* xyz 0 1
C -3.129 1.121 -6.322
C -4.083 2.093 -7.041
O -5.432 1.762 -6.726
H -2.150 1.613 -6.358
H -3.043 0.115 -6.735
H -3.395 1.034 -5.269
H -3.920 2.166 -8.120
H -3.931 3.045 -6.529
H -5.704 1.045 -7.308
C -3.152 -3.358 3.031
C -4.104 -4.322 2.324
O -4.522 -5.357 3.212
H -2.375 -3.928 3.518
H -3.724 -2.738 3.728
H -2.853 -2.594 2.312
H -3.582 -4.797 1.490
H -4.956 -3.860 1.813
H -4.882 -6.096 2.717
C -5.832 -0.631 1.263
C -5.136 -1.053 -0.005
O -3.726 -0.823 0.082
H -5.238 -1.060 2.074
H -6.865 -0.974 1.271
H -5.811 0.455 1.353
H -5.554 -0.436 -0.810
H -5.291 -2.098 -0.292
H -3.394 -1.017 -0.808
C 3.608 -1.471 -3.461
C 2.109 -1.567 -3.800
O 2.013 -2.159 -5.097
H 4.037 -0.780 -4.192
H 4.112 -2.431 -3.452
H 3.767 -0.935 -2.519
H 1.693 -0.553 -3.827
H 1.547 -2.104 -3.035
H 2.008 -1.440 -5.732
C -4.668 2.642 -0.503
C -5.321 3.774 0.297
O -5.810 4.757 -0.617
H -3.863 3.105 -1.081
H -5.333 2.163 -1.219
H -4.175 1.946 0.176
H -4.531 4.249 0.895
H -6.122 3.440 0.963
H -6.413 5.296 -0.095
O -0.587 -2.303 4.211
S -0.050 -3.304 5.067
O 0.406 -4.610 4.655
O 1.200 -2.571 5.820
C 2.121 -3.357 6.584
C 3.465 -2.653 6.706
C -1.184 -3.551 6.438
H 2.232 -4.373 6.203
H 1.654 -3.519 7.563
H 3.337 -1.665 7.152
H 3.931 -2.471 5.740
H 4.085 -3.236 7.385
H -1.380 -2.514 6.731
H -0.733 -4.182 7.191
H -2.170 -3.784 6.036
O -0.414 3.348 -5.176
S -0.433 4.402 -6.169
O 0.533 4.421 -7.226
O -1.908 4.539 -6.790
C -2.108 5.253 -8.023
C -3.246 6.248 -7.830
C -0.398 5.927 -5.281
H -2.494 4.532 -8.747
H -1.178 5.640 -8.434
H -4.141 5.746 -7.467
H -3.441 6.745 -8.780
H -3.021 7.015 -7.086
H -1.292 5.958 -4.660
H -0.357 6.816 -5.910
H 0.480 5.997 -4.642
O 0.569 4.651 -2.494
S 1.979 4.439 -2.612
O 2.737 5.051 -3.676
O 2.772 4.753 -1.217
C 1.947 4.698 -0.046
C 2.710 5.385 1.082
C 2.372 2.670 -2.661
H 1.759 3.671 0.282
H 1.005 5.214 -0.221
H 2.369 5.070 2.067
H 2.659 6.472 1.038
H 3.762 5.099 1.050
H 3.445 2.606 -2.828
H 1.783 2.201 -3.442
H 2.178 2.257 -1.671
O 1.900 -0.002 4.329
S 2.103 0.794 5.509
O 3.374 0.953 6.139
O 1.555 2.317 5.312
C 0.380 2.443 4.510
C 0.752 2.687 3.053
C 0.908 0.227 6.755
H -0.161 3.315 4.880
H -0.319 1.602 4.562
H 1.140 3.701 2.965
H -0.125 2.593 2.406
H 1.513 2.011 2.665
H 0.514 1.092 7.289
H 1.314 -0.476 7.476
H 0.033 -0.247 6.313
O -4.121 -2.508 -4.690
S -2.987 -2.329 -3.831
O -3.119 -1.544 -2.623
O -2.539 -3.859 -3.389
C -1.683 -3.927 -2.253
C -2.360 -4.447 -0.978
C -1.520 -1.852 -4.760
H -1.257 -2.950 -2.036
H -0.888 -4.639 -2.482
H -3.158 -3.753 -0.714
H -1.607 -4.513 -0.191
H -2.774 -5.449 -1.098
H -0.854 -1.284 -4.112
H -1.804 -1.193 -5.579
H -1.020 -2.732 -5.152
O 0.727 -2.639 -0.558
S 0.594 -1.234 -0.304
O 1.699 -0.356 -0.571
O -0.724 -0.736 -1.131
C -0.973 0.674 -1.138
C -0.863 1.192 -2.569
C -0.056 -0.982 1.385
H -0.282 1.207 -0.482
H -1.985 0.867 -0.781
H -0.898 2.281 -2.632
H -1.688 0.806 -3.166
H 0.094 0.902 -3.002
H -0.551 -1.911 1.658
H -0.727 -0.143 1.543
H 0.838 -0.898 2.006
O 2.977 -2.717 1.502
S 3.441 -3.919 0.874
O 4.147 -3.963 -0.358
O 4.367 -4.688 1.968
C 4.079 -4.598 3.350
C 3.839 -5.981 3.954
C 2.035 -5.091 0.790
H 3.215 -3.980 3.608
H 4.916 -4.084 3.830
H 4.317 -6.775 3.377
H 2.778 -6.228 3.918
H 4.173 -6.032 4.989
H 1.476 -5.107 1.722
H 2.473 -6.069 0.589
H 1.459 -4.823 -0.090
O 4.160 2.718 2.457
S 5.136 2.147 1.564
O 5.942 2.928 0.661
O 6.139 1.278 2.504
C 5.588 0.681 3.697
C 6.802 -0.028 4.301
C 4.353 0.838 0.595
H 4.783 -0.030 3.507
H 5.262 1.488 4.349
H 7.466 0.711 4.741
H 7.296 -0.579 3.498
H 6.555 -0.810 5.020
H 3.837 1.248 -0.272
H 3.666 0.248 1.196
H 5.104 0.189 0.144
*
```

Kohn-Sham gap   9.937 eV
Energy   -6719.1244 Eh
E_HOMO   -10.018 eV
Energy relative to the best compared isomer or geometry (same formula, charge and spin)   0.0 kcal per mole